1 | Formula: C7H8
Source: the Open Molecules 2025 dataset
Level of theory: ωB97M-V/def2-TZVPD

Its lowest unoccupied orbital energy is 1.073 eV. Its spin multiplicity is 1.

Bonds (Å) are listed after each position.
Geometry (Å):
1 H 1.81 1.03 -0.80  C13 1.085
2 H -0.77 -0.91 1.93  C5 1.084
3 H -2.39 -1.32 0.07  C7 1.080
4 C -1.45 0.16 -1.18  C6 1.396, C7 1.390, H11 1.082
5 C -0.57 -0.54 0.93  H2 1.084, C7 1.395, C12 1.385
6 C -0.25 0.83 -1.45  C4 1.396, C13 1.387, H15 1.084
7 C -1.56 -0.65 -0.05  H3 1.080, C4 1.390, C5 1.395
8 H 2.75 0.03 0.97  C14 1.093
9 H 1.97 -1.26 1.85  C14 1.087
10 H 1.80 0.48 2.37  C14 1.088
11 H -2.32 0.27 -1.80  C4 1.082
12 C 0.69 -0.08 0.58  C5 1.385, C13 1.403, C14 1.510
13 C 0.86 0.52 -0.68  H1 1.085, C6 1.387, C12 1.403
14 C 1.85 -0.22 1.54  H8 1.093, H9 1.087, H10 1.088, C12 1.510
15 H -0.33 1.79 -1.95  C6 1.084

=====

2 | Formula: C7H8
Source: the Open Molecules 2025 dataset
Level of theory: ωB97M-V/def2-TZVPD

Its lowest unoccupied orbital energy is -1.015 eV. Its spin multiplicity is 1.

Bonds (Å) are listed after each position.
Geometry (Å):
1 H -0.81 1.95 -0.58  C13 1.145
2 H 1.88 -1.45 -0.16  C10 1.086
3 H -0.07 1.64 1.11  C13 1.080
4 C -3.67 0.19 0.00  C14 1.262
5 C 1.25 0.67 -0.18  H6 1.128, H9 1.099, C10 1.474, C13 1.483
6 H 1.46 0.73 -1.28  C5 1.128
7 C -0.26 -1.22 -0.08  C8 1.447, C10 1.545, H11 1.088, H12 1.196
8 C -1.10 -0.04 0.01  C7 1.447, C13 1.855, C14 1.316
9 H 2.07 1.33 0.17  C5 1.099
10 C 1.17 -0.74 0.24  H2 1.086, C5 1.474, C7 1.545, H15 1.087
11 H -0.59 -2.04 0.55  C7 1.088
12 H -0.21 -1.62 -1.20  C7 1.196
13 C 0.00 1.44 0.05  H1 1.145, H3 1.080, C5 1.483, C8 1.855
14 C -2.42 0.04 0.03  C4 1.262, C8 1.316
15 H 1.29 -0.88 1.32  C10 1.087

=====

Most stable structure, least stable structure: 1, 2.